(1)
The following is a quantum chemistry calculation of a 4-piece molecular cluster, C16H44N4O4 overall at a distorted geometry, from the Open Molecules 2025 dataset.

```
68
Properties=species:S:1:pos:R:3:forces:R:3:mulliken_spin:R:1
C 11.10985 -1.73607 15.35547 -0.2982 -1.9010 -0.1059 0.00
H 14.23013 2.70447 10.74548 -0.4464 -0.2287 0.0992 0.00
H 11.72455 6.25689 5.90950 0.2959 0.2557 -0.1390 0.00
C 10.85422 0.76327 8.09373 1.4491 -0.9143 0.7504 0.04
C 7.03111 -3.27902 4.08272 -0.4960 -0.3772 -0.6108 0.00
H 10.07649 -2.16089 1.58317 0.0810 0.6329 0.0495 0.00
C 8.34528 -1.10375 4.15873 0.9655 -0.3349 0.0511 0.00
H 11.75640 1.37328 8.04821 0.7000 -0.0067 0.8828 0.04
H 13.59325 -1.71684 15.14772 0.4408 0.0040 0.2321 0.00
H 12.99865 -1.60917 13.68121 -0.2040 -0.0760 -0.2105 0.00
H 11.93252 -0.30541 10.32101 0.1046 -0.0005 0.4015 0.00
H 9.49754 -0.86356 12.57938 -0.3271 0.8925 0.7407 0.00
H 8.94543 -3.06870 4.95102 0.1144 0.2527 0.4386 0.00
H 11.97522 5.62731 9.46718 -0.3353 -0.5562 0.7660 0.00
H 13.35317 4.16087 11.31840 0.0978 0.0269 -0.0973 0.00
H 8.76706 -1.59428 14.14772 -0.1650 0.8073 0.0024 0.00
H 7.32169 -3.76966 3.15376 0.0943 0.4196 -0.1483 0.00
H 9.18698 -0.64959 4.68160 -0.1685 0.1074 0.8833 0.00
C 13.92907 3.72357 10.50281 0.7000 -0.1476 -0.1803 0.00
C 12.00113 -2.91495 14.90760 0.7128 0.6841 -0.0462 0.00
H 6.73877 -4.07743 4.76476 -0.6174 0.0008 -0.2176 0.00
N 14.17724 3.46183 8.11064 1.1779 -0.2381 -1.4508 0.00
H 11.33407 -4.33447 16.33714 0.3100 -0.4132 0.1955 0.00
C 9.83386 -2.03264 2.63806 -0.0703 -0.4476 -0.1222 0.00
C 12.29398 -3.90942 16.04387 -0.1638 1.4210 -0.5999 0.00
H 6.29010 -2.49302 3.93715 -0.9527 -0.8497 -0.5172 0.00
H 13.39395 5.98358 8.74693 0.8777 -0.4464 -0.6876 0.00
N 9.38011 -0.24137 9.92419 -1.6706 3.8129 -1.9885 0.57
H 10.12077 1.86717 9.74921 -1.5831 0.3500 -0.0910 0.07
H 8.56021 -0.17246 9.33844 -0.3620 -1.2323 -1.0192 0.00
H 11.62683 -1.15851 16.12180 0.1609 0.3752 -0.3734 0.00
C 10.63428 1.48534 5.90462 -0.1589 1.8100 -2.4114 0.00
H 9.93426 1.95289 5.21219 -0.9917 -0.4695 0.4012 0.00
H 11.95411 7.26199 7.34596 0.1735 -0.3334 0.5315 0.00
H 6.52153 -1.73478 5.88242 -0.3296 0.3560 0.1765 0.00
H 7.49526 -0.42179 4.18127 -0.1808 -0.1834 0.1935 0.00
H 12.57598 2.91209 9.09317 -1.0390 0.5069 0.1389 0.01
H 11.32486 2.32645 5.84340 0.8845 -0.1502 0.9737 0.01
C 9.63546 -1.39968 13.51834 1.2307 -1.6611 -0.2923 -0.01
H 11.03926 0.67788 5.29463 0.1080 -0.8085 1.0192 0.01
H 10.24361 -2.15694 15.86596 -0.6637 0.2815 -0.1924 0.00
C 8.03095 -2.49128 4.81540 0.7427 1.5830 0.7773 0.00
H 13.70610 3.80673 7.28652 -0.2773 -0.6145 -0.7907 0.00
H 9.03735 -0.11150 10.86533 0.5124 -0.6567 0.6700 -0.01
C 13.25811 3.76049 9.14803 -0.6608 1.7004 0.0000 -0.01
H 12.68379 -3.28926 16.85107 0.0376 -0.2732 0.4113 0.00
H 14.91358 4.15303 8.12229 0.7537 -0.0385 0.4852 0.00
O 10.06147 1.32341 7.16334 -2.1573 0.5965 -0.5082 0.15
N 7.40011 -2.15674 6.14728 1.1056 -0.0573 -0.6932 0.00
N 13.22073 -2.28370 14.39939 0.6290 -0.4906 0.0665 0.02
O 11.86568 5.10823 7.53224 3.1038 -1.9680 1.8854 0.00
H 10.69935 -1.76479 3.24411 0.3713 0.1862 -0.1243 0.00
H 11.16483 -0.22263 7.74788 -0.0026 -0.5733 0.4029 0.00
H 9.85505 -2.37139 13.07600 0.0222 -0.6383 0.1161 0.00
H 10.45311 6.25885 7.06449 -0.3301 1.3098 -0.0610 0.00
H 7.11368 -3.04959 6.52263 0.0334 -0.1773 0.4049 0.00
H 10.93143 0.45879 11.63135 -0.3660 -0.4355 -0.2319 0.00
O 10.80378 -0.96953 14.20425 -1.0254 1.0595 0.0913 0.01
H 13.06882 -4.62277 15.76306 -0.3563 -0.1265 -0.0127 0.00
O 8.79483 -1.09365 2.81908 -0.4368 -1.0291 -0.5716 0.00
C 10.32986 0.81325 9.56581 -1.0550 -2.2193 -0.7457 0.00
H 11.57668 -3.43986 14.05179 -0.3903 -0.0156 0.0668 0.00
C 11.30277 0.53619 10.60948 3.8045 1.2853 1.2409 0.07
H 11.88249 1.45603 10.68635 0.8732 -0.3056 0.0421 0.00
H 14.91552 4.17438 10.39410 -0.1023 0.6690 0.2911 0.00
C 12.66446 5.17372 8.75493 -2.1602 -0.1390 0.8056 0.00
H 9.55683 -3.03959 2.95011 -0.2364 -0.0618 0.1257 0.00
C 11.53806 6.32280 6.98139 -1.8878 0.2097 -1.5695 0.00
```
Positions in Å, forces in eV/Å.

For the energy above the lowest of the compared OMol25 structures with the same formula, charge and spin, the calculation gives 47.6 kcal/mol. Its LUMO energy (alpha / beta) is -2.45 / -8.86 eV. Its spin multiplicity is 2. The value obtained for the frontier orbital gap (alpha / beta) is 8.81 / 2.23 eV. The value obtained for the highest occupied orbital energy (alpha / beta) is -11.26 / -11.09 eV. Its total charge is +1.


(2)
The following is a quantum chemistry calculation of C16H45I2OP2ScSi4 as an isolated structure at a distorted geometry, from the Open Molecules 2025 dataset.

```
71
Properties=species:S:1:pos:R:3:forces:R:3:lowdin_charge:R:1
H -1.14839 -3.11401 4.56326 -0.3134 0.0686 -0.1836 0.03
H 4.07927 -0.49487 4.51362 -0.1607 0.2685 -0.0485 0.06
H -3.22386 1.94910 -0.48460 -0.1721 0.0134 0.1016 0.05
I -0.02773 1.43816 -2.22263 -0.0013 -0.4952 -0.1854 0.60
H 1.02981 -3.25061 4.29493 0.3185 0.1111 -0.2646 0.03
H 0.17520 3.57735 6.17951 -0.0830 -0.3710 -0.2574 0.07
H -0.91086 2.15917 6.38638 0.1980 0.2132 0.0587 0.02
H 1.76269 -2.62179 2.76759 -0.1046 -0.1480 0.2846 0.01
C 1.51534 -0.96930 6.42616 -0.2672 0.1703 -0.1958 -0.18
C -0.11509 2.56839 0.27655 0.3173 4.7525 1.2923 -0.32
C 3.22120 0.12309 4.20150 0.3302 0.0277 -0.0738 -0.22
C -1.96235 -2.54675 4.08963 -0.0746 -0.0893 -0.1674 -0.21
H -3.37094 1.53404 1.24617 -0.0424 -0.1088 -0.2207 0.03
H 1.67350 3.30533 2.42470 0.1462 -0.0212 0.2105 0.01
H 3.15808 2.14035 -0.42510 0.1340 0.0303 -0.0041 0.05
H 1.60072 4.16593 3.96970 -0.0704 -0.0454 -0.0842 0.06
C 3.45706 1.34184 0.25657 -0.5188 0.1628 0.1622 -0.24
H -3.48535 1.12754 4.62923 -0.1703 -0.2674 -0.0639 0.03
H -1.68870 3.31499 2.42270 -0.1503 -0.0562 0.2540 0.01
H -2.63223 -1.43764 -2.31790 -0.6096 0.3140 0.0079 -0.07
H -1.60359 4.21054 3.93907 0.0026 -0.1016 -0.0324 0.06
H -4.54194 0.85745 0.06005 0.2710 0.2865 0.0861 0.07
H -3.53698 0.36757 3.02475 0.0174 0.0084 0.2340 -0.01
H 0.85607 1.93498 6.37551 -0.1363 0.2121 0.0588 0.03
H -4.29571 -0.44776 4.40608 0.1461 0.2726 -0.0298 0.06
H 2.48233 2.64760 3.89106 -0.2882 0.0924 -0.2126 0.01
H -2.51493 2.69245 3.89267 0.3263 0.1359 -0.1761 0.02
H 2.75398 -1.30179 -2.29053 0.3528 0.1525 0.0255 0.01
O -0.06324 3.72460 0.36677 -0.2761 -4.1427 -0.5792 0.11
H 2.53210 -1.03399 6.85401 -0.4147 -0.0997 -0.1973 0.06
H -3.03827 0.29756 -2.45247 -0.0318 -0.1162 0.0371 0.03
H -4.52735 -1.48850 0.28916 0.3632 -0.1089 0.2725 0.07
H -1.52191 0.30032 6.88246 -0.1927 -0.2154 -0.0770 0.01
H 2.79874 -2.98332 4.15630 -0.2873 -0.0908 -0.0159 0.05
C 3.20076 -0.42084 -1.81444 -0.6905 -0.0685 -0.2768 -0.29
H -3.55231 -1.42357 1.80241 0.0754 -0.0218 -0.4338 0.02
Sc 0.00297 0.29202 0.29602 -0.4266 -0.1305 -0.2258 0.04
H -2.83192 -0.90654 6.85121 0.4435 0.0333 -0.2084 0.06
H 2.99554 0.45398 -2.43626 0.0561 -0.1370 0.0456 0.03
C -3.43651 0.16926 4.09770 -0.2468 -0.0856 -0.0584 -0.22
H 3.21678 1.03818 4.81013 0.1792 -0.2785 -0.1414 0.03
H 4.51824 1.09722 0.10619 -0.3297 0.1380 0.0325 0.07
C 3.57608 -1.38359 0.70769 -0.3141 -0.5982 0.4785 -0.25
H -3.11230 -2.57347 0.50477 -0.2341 0.1204 0.0993 0.06
H 3.60583 -1.24229 1.79660 -0.0501 -0.0324 -0.3672 0.03
H 3.30446 1.69286 1.28152 0.0593 -0.0991 -0.0951 0.03
Si -0.01869 2.34407 4.05839 -0.0703 2.1659 0.3817 0.39
H -1.10165 -1.40139 6.89192 -0.3476 0.0497 -0.0651 0.02
C -1.81390 -0.67740 6.48231 0.2443 0.1508 -0.2597 -0.17
P -2.48993 -0.33388 -0.16090 -2.1416 0.1692 -0.0072 0.64
C 0.02764 2.50699 5.94534 -0.0490 -0.7468 -0.2105 -0.16
Si 1.66248 -0.84941 4.54314 0.5820 -0.5660 0.1609 0.32
Si -0.09356 0.08752 3.31502 0.2049 -0.3069 0.2971 0.49
C -3.16466 -0.60092 -1.84542 0.6113 -0.1689 -0.0926 -0.32
C -3.51426 -1.57344 0.71340 0.3414 -0.4419 0.2669 -0.24
C 1.80782 -2.60145 3.86700 0.2371 0.0651 -0.0587 -0.21
H 0.92980 -1.85642 6.68701 0.3261 0.0127 0.0668 0.03
H 4.28067 -0.53273 -1.66206 -0.3056 -0.0484 -0.2417 0.06
H -4.22660 -0.82838 -1.70754 0.2147 0.0306 -0.2322 0.06
H -2.92863 -2.94427 4.43811 0.2951 0.0178 -0.0227 0.06
Si -1.86679 -0.73489 4.57827 -0.8844 -0.2711 0.6807 0.32
H 3.21416 -2.39758 0.50166 0.1942 0.0750 0.0765 0.06
I -0.19211 -2.42832 -2.08631 0.4834 0.1387 0.2917 0.49
H 1.00352 -0.12247 6.89197 0.1840 -0.0800 -0.0559 0.01
P 2.48982 -0.18669 -0.14336 2.7973 0.2118 -0.2042 0.68
C -1.62001 3.19944 3.51171 0.4363 -0.0208 -0.2337 -0.18
C -3.49719 1.16070 0.22315 0.3272 0.1559 0.0561 -0.24
H 3.36596 0.39963 3.14715 -0.0370 0.0056 0.3466 0.00
H 4.59017 -1.27267 0.29162 -0.4182 -0.0304 0.2267 0.07
C 1.59764 3.17005 3.50990 -0.3828 -0.1316 -0.2859 -0.18
H -1.92227 -2.69468 3.00113 0.0777 -0.0916 0.2531 0.02
```
Positions in Å, forces in eV/Å.

Its LUMO energy (alpha / beta) is -9.07 / -9.12 eV. The value obtained for the frontier orbital gap (alpha / beta) is 5.09 / 5.16 eV. The value obtained for the highest occupied orbital energy (alpha / beta) is -14.16 / -14.28 eV. Its total charge is +2.


(3)
The following is a quantum chemistry calculation of C16H45N4O7V2 as an isolated structure at a distorted geometry, from the Open Molecules 2025 dataset.

```
74
Properties=species:S:1:pos:R:3:forces:R:3:mulliken_spin:R:1
C 1.55242 -2.27280 2.79857 0.7724 -0.9838 -0.3454 0.00
H -5.30203 -2.41673 2.44226 0.0814 0.1957 0.1237 0.00
H 3.41586 2.09361 -0.90044 -0.3506 0.1245 -0.0731 0.00
V -1.67764 0.56545 1.58321 -1.7253 -2.3055 1.4031 1.30
C 4.93385 0.17172 -0.02031 0.0217 0.6355 -0.6653 0.00
H -6.67518 -1.49628 1.80208 -0.0416 -0.1132 0.0956 0.00
H -4.56538 1.78161 1.88088 0.4343 0.1606 -0.0154 0.00
H 1.09957 -2.81667 3.62917 -0.0829 0.1300 0.0306 0.00
H -1.06194 -2.83153 2.59047 -0.0296 -0.1706 -0.0537 0.00
H 3.86802 1.58428 -4.86143 -0.2869 -0.2495 0.0778 0.00
O 2.27604 1.90426 2.04441 -0.7999 -0.2968 -0.6061 0.00
H 2.41259 -1.72003 3.18435 -0.4244 0.5846 0.0173 0.00
O -0.57281 2.62393 -2.08761 2.3177 -0.4384 0.9315 -0.26
H -5.64147 -2.42016 0.72467 0.2744 0.3513 -0.2976 0.00
H -3.29320 1.29326 -0.71323 0.3554 -0.4251 0.2230 0.01
H 0.03786 -0.56116 3.68994 -0.4272 0.4776 0.1045 0.00
H -6.42351 2.69171 0.13473 0.0684 -0.1989 0.5568 0.00
H 0.04493 -2.50595 -2.67040 -0.0572 0.1613 -0.0536 0.00
H -2.96021 -3.28513 0.80944 0.4109 -0.0744 0.1540 0.00
H -6.35002 0.57887 0.95783 -0.2047 -0.1241 -0.4265 0.00
N 0.48304 0.15731 -2.90128 -0.9063 1.1574 0.5217 -0.03
C -5.34154 0.31567 0.62910 0.5850 0.3525 1.0807 0.00
C 2.23385 2.61364 3.27407 0.3554 0.1140 0.7120 0.00
C 1.45053 -0.94645 -3.11926 -0.0374 -1.2875 0.5726 0.00
V 0.69713 1.91313 -1.47690 -2.7673 -2.0101 -0.4238 1.28
O 3.51455 0.20104 -3.30511 -0.6681 0.0185 -0.0480 0.00
H -5.04896 3.71641 0.56840 -0.1933 -0.0495 0.1407 0.00
C -0.66763 -2.39742 1.67100 0.4178 0.8826 -0.0441 -0.01
C -4.56077 1.62080 0.80375 -1.6204 0.4667 -0.7692 0.00
C 0.53001 -1.50711 1.96907 0.5118 -0.2775 1.1113 0.02
H 1.19261 2.79494 3.53609 -0.0038 0.0285 -0.1454 0.00
C 3.56603 1.55869 1.62141 1.1977 -0.2716 0.0539 0.00
H 2.69281 2.02468 4.07812 -0.0366 -0.0073 -0.1042 0.00
H 5.39976 -0.44910 0.73948 0.0276 -0.0014 0.0060 0.00
C 2.58366 -0.60078 -4.04109 0.4673 0.9300 -0.2547 0.00
H -5.35171 -0.07356 -0.39422 -0.0209 -0.0065 -0.1051 0.00
H 4.95527 1.63899 -3.50064 -0.0084 -0.2387 0.1117 0.00
H 3.08244 0.71285 -1.55875 -0.2164 0.0295 -0.1004 0.00
N 2.80093 1.28065 -0.73721 0.7461 0.6473 -0.6975 0.00
H -3.47661 -1.78722 0.11279 0.1393 -0.0478 -0.3975 0.00
C 3.54625 0.64016 0.40708 -0.5486 -0.3085 0.8799 0.00
H 5.59858 1.00341 -0.27717 -0.0212 0.1283 0.4324 0.00
C 4.38693 0.95198 -4.13177 0.7703 0.6811 -0.3859 0.00
O -0.37308 0.79675 -0.10520 1.1868 0.8270 -0.1593 0.01
H 4.19604 2.43779 1.42790 -0.2381 0.1817 -0.0767 0.00
C 0.68489 -2.21179 -3.51303 -0.6893 -0.3926 0.4567 0.00
H 5.10026 0.33004 -4.67863 -0.1329 -0.1578 0.1296 0.00
H 1.28952 -3.10438 -3.67068 0.3991 0.3324 -0.1807 0.00
H 3.10176 -1.46259 -4.46369 -0.1886 -0.2593 0.2491 0.00
C -5.63884 -1.78944 1.62015 -0.5655 -0.1914 0.4469 0.00
C -2.60097 -2.41447 0.26324 -0.2374 0.9428 0.1795 0.00
H -0.28841 -0.23069 -2.34816 0.2281 -0.1468 0.0930 0.00
H -0.02391 0.36983 -3.76861 0.5324 0.3437 -0.0560 0.01
H 4.87771 -0.36924 -0.96757 -0.1635 -0.3868 0.2162 0.00
H -5.14915 2.92452 -0.95021 0.4215 -0.5943 0.0278 0.00
H 2.06232 -3.01987 2.17723 -0.3804 -0.1378 0.0067 0.00
H 4.09894 1.00372 2.40668 -0.0957 0.0559 0.0581 0.00
H 3.01412 -0.25455 0.73739 -0.3845 -0.0551 -0.2991 0.00
H -2.05440 -2.66798 -0.64097 -0.3120 -0.2389 -0.1599 0.00
H 0.00962 -2.10817 -4.36477 0.2579 0.2333 -0.1688 0.00
H 1.04064 -1.22105 1.04693 -0.2240 0.1853 -0.1882 0.00
H 2.21720 -0.01954 -4.89795 -0.0780 -0.0378 -0.0031 0.00
N 0.10902 -0.27552 2.71617 0.0849 0.2856 -1.8453 0.00
H 0.25848 0.26778 0.41046 0.4948 0.0584 -0.6172 -0.02
C -5.33589 2.76066 0.11983 0.0139 0.8934 -0.2459 0.00
H 0.88795 0.38663 2.61710 0.0475 -0.0331 0.4414 -0.02
O -4.83359 -0.61701 1.57068 0.3429 -0.4663 -0.8689 0.01
O -2.48122 0.19183 2.86510 0.5095 1.3075 -1.1659 -0.28
O -1.69217 -1.59229 1.05596 0.2635 0.1288 -0.0844 0.00
N -3.16605 1.64185 0.24304 0.1325 -0.7116 0.2587 -0.01
H -0.32460 -3.15748 0.96793 -0.2767 -0.2271 0.1003 0.00
H -2.97042 2.62098 0.01610 0.2396 0.0166 0.5348 0.00
H 1.83396 -1.12823 -2.10761 0.4018 -0.1163 -0.2114 0.00
H 2.76538 3.56696 3.22969 -0.0661 -0.0102 -0.1961 0.00
```
Positions in Å, forces in eV/Å.

For the energy above the lowest of the compared OMol25 structures with the same formula, charge and spin, the calculation gives 0.0 kcal/mol. Its LUMO energy (alpha / beta) is -10.81 / -10.26 eV. Its spin multiplicity is 3. The value obtained for the frontier orbital gap (alpha / beta) is 6.58 / 7.13 eV. The value obtained for the highest occupied orbital energy (alpha / beta) is -17.39 / -17.39 eV. Its total charge is +3.


- Look up the total charge of the third one.
  +3